Record 1
22
Properties=species:S:1:pos:R:3:mulliken_charge:R:1 method="wB97M-V/def2-TZVPD" homo_lumo_gap_ha="0.2258 / 0.2258" e_above_lowest_ev=2.385 charge=+1
Zr 0.650 1.159 0.421 1.054
N 3.295 0.256 0.189 -0.553
C 3.988 1.503 0.024 -0.311
C 2.660 2.378 -0.155 0.653
O 1.802 2.122 -1.087 -0.546
O 2.204 2.765 0.948 -0.579
H 3.902 -0.441 0.633 0.242
H 3.045 -0.153 -0.653 0.296
H 4.736 1.504 -0.701 0.414
H 4.496 1.847 0.886 0.328
C -3.857 -0.077 -0.010 -1.501
C -2.392 -0.070 -0.044 0.755
S -1.776 1.587 -0.169 -0.412
C -1.644 -1.183 0.027 0.913
C -2.147 -2.589 -0.170 -1.516
S 0.092 -1.173 0.259 -0.451
H -4.262 -1.086 0.171 0.362
H -4.220 0.334 -0.869 0.418
H -4.077 0.687 0.683 0.394
H -1.267 -3.341 -0.465 0.343
H -2.959 -2.846 -0.826 0.393
H -2.271 -3.180 0.908 0.303


Record 2
18
Properties=species:S:1:pos:R:3:mulliken_charge:R:1 method="wB97M-V/def2-TZVPD" homo_lumo_gap_ha=0.3525 e_above_lowest_ev=1.543 charge=+1
C -0.411 -0.347 -0.569 0.720
C -1.673 -0.265 -1.431 -1.668
C 1.819 1.031 0.954 -0.784
C -0.479 0.457 0.692 -0.367
N 0.434 1.088 1.300 -0.051
O 0.787 -0.074 -1.391 -0.536
P -0.333 -2.277 -0.039 0.022
H -1.687 0.695 -1.853 0.515
H -1.747 -1.108 -2.033 0.508
H -2.541 -0.524 -0.816 0.451
H 2.121 2.050 1.076 0.345
H 2.335 0.298 1.625 0.297
H 1.784 0.641 -0.066 0.388
H -1.516 0.436 1.149 0.380
H 0.463 0.463 -2.155 0.334
H 0.155 1.657 2.013 0.269
H 0.988 -2.231 0.051 0.077
H -0.499 -1.988 1.494 0.100


Record 3
102
Properties=species:S:1:pos:R:3:mulliken_charge:R:1 method="wB97M-V/def2-TZVPD" homo_lumo_gap_ha=0.1908 e_above_lowest_ev=0.651 charge=0
Mo 0.637 -1.072 0.431 -1.256
S -1.051 -1.487 2.020 0.334
C -1.192 -3.195 2.316 0.278
C -2.053 -3.683 3.301 -0.753
C -2.155 -5.044 3.500 -0.631
C -1.417 -5.930 2.712 -0.613
C -0.579 -5.455 1.724 -0.814
C -0.462 -4.077 1.529 0.776
S 0.552 -3.421 0.280 -0.421
H -2.629 -2.987 3.899 0.440
H -2.814 -5.427 4.267 0.385
H -1.506 -6.996 2.872 0.378
H -0.012 -6.137 1.102 0.471
S 1.378 2.878 2.401 -0.258
As 1.684 1.743 0.725 0.429
S 2.335 -0.446 1.641 -0.403
S -0.450 0.855 0.203 -0.040
S 2.761 2.114 -0.960 -0.424
C -1.406 0.275 7.101 -1.373
C -1.242 -0.067 5.624 -0.269
C -1.024 1.150 4.735 1.121
C -2.224 2.092 4.724 -1.804
N -2.107 3.078 3.662 0.427
C -2.505 2.874 2.380 -0.157
Se -3.432 1.408 1.771 -0.107
N -2.092 3.948 1.656 1.197
C -2.280 4.145 0.226 -1.221
C -3.313 5.227 -0.072 -0.700
C -4.737 4.835 0.320 -0.197
C -5.348 3.795 -0.611 -1.169
C -1.413 4.834 2.481 0.609
C -0.773 6.034 2.216 -0.862
C -0.134 6.655 3.279 -0.871
C -0.134 6.093 4.557 -0.795
C -0.771 4.889 4.817 -0.821
C -1.413 4.274 3.755 0.792
H -1.497 -0.626 7.709 0.411
H -2.297 0.879 7.282 0.314
H -0.544 0.838 7.469 0.319
H -2.125 -0.607 5.267 0.125
H -0.396 -0.748 5.498 0.404
H -0.851 0.825 3.707 -0.675
H -0.127 1.695 5.044 0.298
H -2.335 2.633 5.665 0.324
H -3.142 1.534 4.542 0.302
H -2.588 3.182 -0.180 0.356
H -1.307 4.400 -0.201 0.385
H -3.270 5.449 -1.142 0.462
H -3.025 6.145 0.447 0.362
H -5.358 5.734 0.327 0.392
H -4.738 4.453 1.346 0.120
H -5.390 4.167 -1.637 0.344
H -6.364 3.544 -0.303 0.343
H -4.774 2.868 -0.601 0.203
H -0.753 6.461 1.223 0.433
H 0.384 7.589 3.112 0.406
H 0.382 6.603 5.359 0.397
H -0.754 4.445 5.803 0.389
C -1.048 -2.324 -5.341 -1.871
C -0.567 -2.563 -3.917 1.763
C -0.358 -4.047 -3.651 -1.513
C -1.547 -1.963 -2.918 -1.349
O 0.692 -1.878 -3.822 0.499
Si 1.897 -1.801 -2.750 -2.437
O 1.256 -1.313 -1.291 3.335
O 2.565 -3.258 -2.497 0.087
C 3.881 -3.608 -2.018 1.684
C 4.877 -3.445 -3.159 -1.509
C 3.782 -5.065 -1.596 -1.657
C 4.259 -2.728 -0.834 -1.231
O 2.982 -0.712 -3.230 0.338
C 3.122 0.089 -4.425 1.731
C 4.410 0.874 -4.227 -1.494
C 3.234 -0.830 -5.635 -1.466
C 1.934 1.029 -4.566 -1.276
H -2.011 -2.810 -5.507 0.443
H -0.327 -2.724 -6.055 0.397
H -1.163 -1.255 -5.524 0.365
H -1.299 -4.584 -3.786 0.507
H -0.002 -4.213 -2.633 0.111
H 0.379 -4.458 -4.343 0.351
H -2.544 -2.374 -3.081 0.469
H -1.597 -0.879 -3.038 0.306
H -1.253 -2.191 -1.892 0.013
H 4.550 -4.021 -4.026 0.338
H 5.860 -3.807 -2.852 0.525
H 4.967 -2.397 -3.442 0.041
H 3.487 -5.681 -2.447 0.379
H 3.036 -5.178 -0.808 0.214
H 4.744 -5.421 -1.224 0.411
H 4.278 -1.673 -1.121 0.112
H 5.253 -2.997 -0.473 0.578
H 3.552 -2.860 -0.015 0.174
H 5.253 0.191 -4.104 0.333
H 4.339 1.497 -3.335 0.163
H 4.603 1.513 -5.090 0.417
H 4.080 -1.511 -5.526 0.273
H 3.385 -0.239 -6.540 0.531
H 2.322 -1.415 -5.756 0.079
H 1.823 1.644 -3.673 0.158
H 1.014 0.468 -4.725 0.022
H 2.093 1.685 -5.424 0.569


Record 4
12
Properties=species:S:1:pos:R:3:mulliken_charge:R:1 method="wB97M-V/def2-TZVPD" homo_lumo_gap_ha=0.3817 e_above_lowest_ev=2.279 charge=0
C -0.460 0.376 -1.054 0.025
C 0.877 0.653 -0.260 -0.164
C -0.922 0.348 0.372 -0.187
C -0.155 -0.822 0.994 0.103
C 1.025 -0.673 0.436 -0.753
H -0.903 1.157 -1.739 0.322
H 1.695 1.084 -0.745 0.607
H -1.936 0.577 0.626 0.534
H 1.835 -1.337 0.474 0.451
O 0.047 1.441 0.609 -0.451
F -0.482 -0.777 -1.766 -0.292
Cl -0.621 -2.027 2.053 -0.193


Record 5
10
Properties=species:S:1:pos:R:3:mulliken_charge:R:1 method="wB97M-V/def2-TZVPD" homo_lumo_gap_ha="0.2035 / 0.2282" e_above_lowest_ev=0.000 spin_multiplicity=4 charge=+1
O 0.489 0.082 -2.590 -0.478
C 0.321 -0.245 -1.414 -0.194
C 0.947 0.667 -0.309 -0.153
C 0.421 0.114 0.952 -0.741
C -0.681 -0.318 1.577 0.440
H 0.690 1.725 -0.496 0.355
H 2.037 0.524 -0.400 0.293
H -0.794 -0.144 2.658 0.359
Tm -1.716 -1.448 -0.973 1.655
O -1.714 -0.955 0.995 -0.536


Record 6
24
Properties=species:S:1:pos:R:3:mulliken_charge:R:1 method="wB97M-V/def2-TZVPD" homo_lumo_gap_ha=0.3329 e_above_lowest_ev=0.000 charge=0
C 0.164 1.186 -0.978 -0.480
C 1.632 0.613 -0.968 -0.907
C -0.941 0.132 -1.166 -0.783
C 2.131 -0.170 0.361 0.320
C 3.399 -0.847 0.184 -1.362
C -3.551 -0.119 0.874 -1.093
C -2.081 -0.242 1.325 -0.564
P -1.096 -1.294 0.049 0.092
S 0.869 -1.552 0.711 -0.250
H -0.111 1.715 0.007 0.159
H 0.118 1.900 -1.823 0.335
H 1.698 -0.112 -1.758 0.306
H 2.327 1.431 -1.134 0.440
H -1.903 0.651 -1.103 0.372
H -0.832 -0.380 -2.167 0.411
H 1.958 0.352 1.366 0.324
H 4.035 -1.119 1.054 0.312
H 4.029 -0.128 -0.486 0.292
H 3.266 -1.678 -0.417 0.422
H -3.798 -0.445 -0.101 0.370
H -4.113 -0.683 1.617 0.333
H -3.677 0.989 0.895 0.277
H -2.040 -0.853 2.225 0.363
H -1.483 0.651 1.434 0.310


Record 7
18
Properties=species:S:1:pos:R:3:mulliken_charge:R:1 method="wB97M-V/def2-TZVPD" homo_lumo_gap_ha=0.3863 e_above_lowest_ev=0.549 charge=0
C 2.086 -0.251 -0.348 -0.737
O 1.091 -0.119 0.642 -0.430
C -0.268 0.028 0.227 1.645
C -0.422 1.060 -0.899 -1.578
C -0.839 -1.327 -0.204 -1.468
C -0.974 0.529 1.486 -1.683
H 2.814 0.566 -0.249 0.245
H 1.686 -0.217 -1.365 0.324
H 2.622 -1.200 -0.222 0.260
H -0.187 0.644 -1.884 0.411
H -1.455 1.418 -0.937 0.401
H 0.233 1.919 -0.719 0.377
H -0.261 -1.750 -1.034 0.336
H -0.811 -2.037 0.630 0.382
H -1.878 -1.223 -0.539 0.359
H -0.744 -0.131 2.329 0.395
H -0.633 1.539 1.741 0.376
H -2.060 0.552 1.345 0.385


Record 8
23
Properties=species:S:1:pos:R:3:mulliken_charge:R:1 method="wB97M-V/def2-TZVPD" homo_lumo_gap_ha="0.3781 / 0.1975" spin_multiplicity=4 charge=+1
Ni 0.134 -0.006 0.049 0.376
B -1.391 -1.683 0.489 0.438
H -1.288 -1.377 -0.540 -0.091
H -2.450 -1.752 0.684 -0.118
H -0.861 -2.598 0.706 -0.203
H -1.018 -0.888 1.117 -0.186
B -1.553 1.397 -0.748 0.025
H -0.509 1.470 -1.012 0.061
H -1.650 1.081 0.280 0.029
H -2.070 2.323 -0.947 0.020
H -1.937 0.649 -1.424 0.118
O 0.254 0.966 1.891 -0.419
H 0.982 1.494 2.221 0.264
H -0.281 0.785 2.664 0.307
O 1.603 -1.430 0.593 -0.463
H 1.525 -1.920 1.412 0.306
H 2.220 -1.938 0.067 0.277
O 0.744 -0.518 -1.866 -0.431
H 0.922 0.037 -2.625 0.292
H 0.917 -1.408 -2.174 0.270
O 1.622 1.505 -0.326 -0.438
H 2.468 1.551 -0.771 0.273
H 1.617 2.262 0.260 0.295


Which value of charge does entry 7 give?
0


Please write out number 4 again, unchanged.
12
Properties=species:S:1:pos:R:3:mulliken_charge:R:1 method="wB97M-V/def2-TZVPD" homo_lumo_gap_ha=0.3817 e_above_lowest_ev=2.279 charge=0
C -0.460 0.376 -1.054 0.025
C 0.877 0.653 -0.260 -0.164
C -0.922 0.348 0.372 -0.187
C -0.155 -0.822 0.994 0.103
C 1.025 -0.673 0.436 -0.753
H -0.903 1.157 -1.739 0.322
H 1.695 1.084 -0.745 0.607
H -1.936 0.577 0.626 0.534
H 1.835 -1.337 0.474 0.451
O 0.047 1.441 0.609 -0.451
F -0.482 -0.777 -1.766 -0.292
Cl -0.621 -2.027 2.053 -0.193


Which value of charge does entry 2 give?
+1